Formula: C2H5N2S
Source: the Open Molecules 2025 dataset
Level of theory: ωB97M-V with the def2-TZVPD basis set

As for the charge: +1. As for the strongest force on any atom: 4.9 eV Å⁻¹. The HOMO energy (spin up / spin down) comes out at -0.5379 / -0.5395 hartree. The LUMO energy (spin up / spin down) is -7.52 / -7.56 eV. As for the energy above the lowest of the compared OMol25 structures with the same formula, charge and spin: 52.6 kcal per mole. Its multiplicity is 1.

Last column: Löwdin charge in e.
Cartesian coordinates (Å):
C: -0.49 -0.76 0.72  -0.20
C: 0.75 0.60 -0.75  -0.60
N: 0.56 -0.69 -0.13  0.01
N: -1.39 0.14 0.72  0.16
S: -0.70 1.40 -1.28  1.01
H: -0.39 -1.58 1.33  0.15
H: 1.27 1.34 0.00  0.14
H: 1.30 0.57 -1.64  0.07
H: 1.37 -1.30 -0.05  0.17
H: -2.28 0.27 1.09  0.09

Formula: C3H3O2V
Source: the Open Molecules 2025 dataset
Level of theory: ωB97M-V with the def2-TZVPD basis set

As for the charge: +1. As for the strongest force on any atom: 3.3 eV Å⁻¹. The HOMO energy (spin up / spin down) comes out at -0.4733 / -0.4785 hartree. The LUMO energy (spin up / spin down) is -5.89 / -5.73 eV. As for the energy above the lowest of the compared OMol25 structures with the same formula, charge and spin: 0.6 kcal per mole. Its multiplicity is 4.

Last column: Löwdin spin population.
Cartesian coordinates (Å):
O: -0.08 -0.87 0.65  -0.01
C: -0.24 1.43 -2.03  0.06
O: -0.15 2.38 -2.60  0.04
V: -1.00 0.07 -0.45  2.92
C: 0.66 -0.99 1.74  0.02
C: 0.91 -2.13 2.40  -0.03
H: 1.17 -0.06 2.06  0.00
H: 1.53 -2.11 3.29  0.00
H: 0.41 -3.07 2.14  0.00

Formula: C12H32CdI2O4
Source: the Open Molecules 2025 dataset
Level of theory: ωB97M-V with the def2-TZVPD basis set

As for the charge: 0. As for the strongest force on any atom: 1.3 eV Å⁻¹. The HOMO energy comes out at -0.2964 hartree. The LUMO energy is 0.40 eV. As for the energy above the lowest of the compared OMol25 structures with the same formula, charge and spin: 1.7 kcal per mole. Its multiplicity is 1.

Last column: Löwdin charge in e.
Cartesian coordinates (Å):
Cd: 0.12 0.36 -0.29  1.06
I: 1.37 -1.51 -2.18  -0.19
I: -0.89 2.19 1.73  -0.21
C: 2.65 2.64 -3.04  -0.05
C: 2.30 2.40 -1.57  -0.48
C: 2.58 3.61 -0.70  -0.05
O: 0.88 2.08 -1.46  -0.26
H: 3.73 2.59 -3.17  0.09
H: 2.31 3.63 -3.36  0.08
H: 2.17 1.88 -3.66  0.07
H: 2.85 1.56 -1.18  0.10
H: 2.37 3.40 0.35  0.07
H: 1.96 4.47 -0.98  0.09
H: 3.61 3.95 -0.81  0.09
H: 0.41 2.89 -1.70  0.09
C: 2.47 -2.09 1.93  -0.06
C: 2.15 -0.63 2.17  -0.47
C: 3.19 0.05 3.04  -0.05
O: 2.07 0.05 0.88  -0.27
H: 1.73 -2.55 1.29  0.05
H: 2.60 -2.61 2.88  0.09
H: 3.42 -2.15 1.39  0.09
H: 1.16 -0.49 2.62  0.11
H: 4.18 -0.07 2.60  0.09
H: 3.21 -0.47 4.01  0.09
H: 2.96 1.09 3.23  0.08
H: 2.92 -0.06 0.44  0.07
C: -4.15 0.28 -1.34  -0.05
C: -2.80 -0.21 -1.88  -0.46
C: -2.81 -0.41 -3.39  -0.05
O: -1.74 0.71 -1.52  -0.24
H: -4.77 -0.56 -1.02  0.08
H: -4.75 0.76 -2.12  0.08
H: -4.04 0.98 -0.51  0.08
H: -2.56 -1.14 -1.38  0.11
H: -3.67 -1.01 -3.69  0.09
H: -1.89 -0.89 -3.73  0.06
H: -2.94 0.55 -3.91  0.09
H: -1.91 1.55 -1.95  0.09
C: -3.09 -1.70 1.64  -0.05
C: -1.58 -1.76 1.88  -0.48
C: -1.16 -3.09 2.48  -0.04
O: -0.86 -1.53 0.64  -0.24
H: -3.44 -0.68 1.51  0.07
H: -3.60 -2.07 2.53  0.08
H: -3.36 -2.33 0.79  0.08
H: -1.31 -0.94 2.54  0.09
H: -0.09 -3.14 2.67  0.06
H: -1.41 -3.91 1.79  0.09
H: -1.68 -3.28 3.42  0.09
H: -0.88 -2.35 0.12  0.06

Formula: C2H3N2O2P
Source: the Open Molecules 2025 dataset
Level of theory: ωB97M-V with the def2-TZVPD basis set

As for the charge: 0. As for the strongest force on any atom: 3.1 eV Å⁻¹. The HOMO energy comes out at -0.3961 hartree. The LUMO energy is -0.33 eV. As for the energy above the lowest of the compared OMol25 structures with the same formula, charge and spin: 99.9 kcal per mole. Its multiplicity is 1. As for the SMILES: CP(C#N)[N+](=O)[O-].

Last column: Löwdin charge in e.
Cartesian coordinates (Å):
C: -1.06 0.26 0.65  -0.29
P: 0.13 -1.09 0.38  1.01
C: -0.22 -0.97 -1.36  -0.46
N: -0.57 -0.77 -2.42  0.13
N: 1.58 0.10 0.28  -0.59
O: 1.80 0.62 -0.77  0.04
O: 2.17 0.11 1.32  0.02
H: -0.56 1.10 0.09  0.07
H: -2.06 0.06 0.21  0.06
H: -1.20 0.57 1.62  0.01

Formula: CH2N2OS
Source: the Open Molecules 2025 dataset
Level of theory: ωB97M-V with the def2-TZVPD basis set

As for the charge: 0. As for the strongest force on any atom: 4.2 eV Å⁻¹. The HOMO energy (spin up / spin down) comes out at -0.3739 / -0.3009 hartree. The LUMO energy (spin up / spin down) is 0.69 / -3.61 eV. As for the energy above the lowest of the compared OMol25 structures with the same formula, charge and spin: 70.3 kcal per mole. Its multiplicity is 1.

Last column: Löwdin charge in e.
Cartesian coordinates (Å):
C: 0.34 0.24 -2.04  -0.82
N: -0.85 0.15 1.37  -0.06
N: 0.06 -0.18 -1.02  0.12
O: 0.03 -0.57 1.97  -0.12
S: 1.02 0.84 -3.41  0.74
H: 0.58 0.08 2.47  0.12
H: -1.17 -0.55 0.66  0.02

Formula: C10H12N7O4RuS2
Source: the Open Molecules 2025 dataset
Level of theory: ωB97M-V with the def2-TZVPD basis set

As for the charge: 0. As for the strongest force on any atom: 2.0 eV Å⁻¹. The HOMO energy (spin up / spin down) comes out at -0.2314 / -0.2948 hartree. The LUMO energy (spin up / spin down) is -0.05 / -0.42 eV. As for the energy above the lowest of the compared OMol25 structures with the same formula, charge and spin: 0.0 kcal per mole. Its multiplicity is 6.

Last column: Löwdin spin population.
Cartesian coordinates (Å):
Ru: -13.01 0.03 5.72  3.32
N: -13.46 4.48 5.91  0.01
C: -13.62 3.14 6.11  0.02
S: -12.13 2.29 6.39  0.15
N: -14.83 2.66 6.15  0.01
N: -14.82 1.33 6.20  0.08
C: -15.93 0.70 6.34  0.02
C: -15.94 -0.75 6.16  0.01
C: -17.12 -1.46 6.26  0.00
C: -17.10 -2.83 6.16  0.00
C: -15.93 -3.42 5.85  0.00
C: -14.79 -2.67 5.77  0.01
N: -14.76 -1.37 6.00  0.08
H: -12.53 4.75 5.81  0.00
H: -14.23 4.99 5.52  0.00
H: -16.85 1.24 6.51  0.00
H: -18.06 -0.91 6.47  0.00
H: -18.00 -3.42 6.24  0.00
H: -15.86 -4.47 5.63  0.00
H: -13.86 -3.14 5.46  0.00
O: -15.57 -0.23 3.09  0.17
C: -14.39 -0.05 3.19  0.23
O: -13.47 0.71 3.43  0.20
C: -13.60 -2.09 2.87  0.17
O: -14.59 -2.75 2.89  0.13
O: -12.42 -1.99 2.82  0.14
N: -10.97 0.05 4.42  0.06
N: -9.99 -0.88 4.80  0.01
C: -10.20 -1.77 5.76  0.02
N: -9.14 -2.54 6.02  0.01
S: -11.63 -1.98 6.62  0.09
H: -11.19 -0.10 3.46  0.00
H: -10.64 1.01 4.62  0.00
H: -9.18 -0.92 4.26  0.00
H: -8.22 -2.45 5.54  0.00
H: -9.22 -3.23 6.77  0.00

The highest strongest force on any atom belongs to which entry?
C2H5N2S